# 1
Molecular formula: C79H185N9O18
Method: DFT, the ωB97M-V functional and the def2-TZVPD basis

Cartesian coordinates (Å):
C: 2.98 4.51 8.60
C: 1.85 3.76 7.89
O: 2.19 3.57 6.51
H: 2.77 4.61 9.69
H: 3.21 5.45 8.16
H: 3.85 3.92 8.60
H: 1.00 4.41 7.98
H: 1.72 2.81 8.42
H: 1.33 3.54 6.03
C: -2.27 4.78 0.41
C: -2.56 3.61 -0.57
O: -1.84 2.47 -0.25
H: -3.15 5.49 0.36
H: -1.32 5.26 0.14
H: -2.27 4.43 1.41
H: -2.19 4.05 -1.53
H: -3.58 3.35 -0.55
H: -2.21 1.73 -0.74
C: -3.22 0.24 9.36
C: -2.77 0.18 7.94
O: -3.75 -0.02 6.91
H: -4.17 0.76 9.42
H: -2.52 0.79 10.02
H: -3.36 -0.81 9.71
H: -2.09 -0.66 7.90
H: -2.21 1.06 7.68
H: -4.30 0.79 7.00
C: -1.30 -4.01 4.94
C: -1.31 -2.59 4.45
O: -1.69 -2.64 3.04
H: -0.50 -4.64 4.44
H: -2.27 -4.44 4.62
H: -1.24 -4.11 6.08
H: -0.31 -2.14 4.62
H: -2.10 -2.10 4.99
H: -1.98 -1.72 2.91
C: -4.81 2.99 5.70
C: -4.87 4.26 4.76
O: -6.17 4.47 4.35
H: -3.79 2.68 6.06
H: -5.16 2.17 5.10
H: -5.48 3.03 6.56
H: -4.13 4.16 3.94
H: -4.68 5.13 5.34
H: -6.48 3.79 3.73
C: 5.80 -5.36 -1.77
O: 4.99 -5.14 -2.94
C: 5.46 -4.25 -3.95
C: 4.27 -3.87 -4.79
N: 3.27 -3.16 -3.98
C: 1.97 -3.07 -4.61
C: 0.95 -2.26 -3.78
O: 0.72 -2.59 -2.44
C: 0.02 -3.87 -2.40
H: 5.31 -6.13 -1.18
H: 5.79 -4.42 -1.18
H: 6.83 -5.63 -2.12
H: 6.18 -4.75 -4.69
H: 5.99 -3.48 -3.39
H: 3.87 -4.78 -5.31
H: 4.63 -3.29 -5.67
H: 3.20 -3.65 -3.11
H: 1.45 -4.01 -4.94
H: 2.21 -2.55 -5.53
H: -0.01 -2.23 -4.34
H: 1.34 -1.22 -3.76
H: 0.67 -4.65 -2.90
H: -0.96 -3.76 -2.88
H: -0.16 -4.11 -1.36
C: -0.52 5.53 4.11
O: 0.33 4.41 4.10
C: 1.25 4.31 3.03
C: 2.48 5.22 3.12
N: 2.16 6.62 3.04
C: 1.80 7.05 1.68
C: 2.34 8.39 1.26
O: 2.37 9.33 2.31
C: 1.09 9.73 2.72
H: -1.23 5.53 3.29
H: 0.03 6.49 4.01
H: -1.13 5.41 5.00
H: 0.73 4.23 2.02
H: 1.47 3.27 3.09
H: 3.22 4.87 2.32
H: 2.90 5.06 4.10
H: 2.99 7.17 3.29
H: 0.68 7.16 1.57
H: 2.15 6.23 0.99
H: 1.83 8.85 0.41
H: 3.42 8.32 1.05
H: 0.48 8.94 3.21
H: 0.46 10.08 1.91
H: 1.19 10.57 3.38
C: -4.87 -3.79 -6.15
O: -3.75 -4.63 -6.15
C: -3.13 -4.83 -4.87
C: -1.80 -5.46 -5.18
N: -1.89 -6.75 -5.87
C: -0.53 -7.30 -6.31
C: 0.05 -7.95 -5.05
O: 0.84 -7.02 -4.35
C: 1.22 -7.30 -3.09
H: -5.15 -3.67 -7.19
H: -4.73 -2.82 -5.72
H: -5.65 -4.31 -5.50
H: -3.67 -5.30 -4.07
H: -2.85 -3.93 -4.33
H: -1.31 -5.58 -4.22
H: -1.16 -4.77 -5.83
H: -2.43 -6.61 -6.72
H: 0.13 -6.56 -6.69
H: -0.72 -7.97 -7.08
H: 0.59 -8.88 -5.20
H: -0.80 -8.22 -4.42
H: 1.16 -8.39 -2.80
H: 0.59 -6.78 -2.36
H: 2.22 -7.06 -2.87
C: 0.86 0.60 4.59
O: 0.05 1.12 3.58
C: -1.30 1.47 4.09
C: -2.20 1.52 2.87
N: -2.19 0.21 2.14
C: -0.99 -0.08 1.32
C: -1.46 -1.02 0.21
O: -2.49 -0.39 -0.59
C: -3.26 -1.28 -1.37
H: 0.71 -0.46 4.71
H: 0.84 1.00 5.65
H: 1.84 0.69 4.24
H: -1.31 2.47 4.53
H: -1.70 0.70 4.81
H: -1.94 2.35 2.22
H: -3.22 1.68 3.15
H: -2.99 0.29 1.53
H: -0.27 -0.55 1.93
H: -0.63 0.83 0.89
H: -1.84 -1.92 0.71
H: -0.63 -1.46 -0.38
H: -4.03 -0.74 -1.85
H: -3.66 -2.08 -0.74
H: -2.66 -1.96 -2.07
C: 2.07 -2.48 2.55
C: 2.41 -3.88 2.04
C: 3.67 -4.41 2.78
C: 3.88 -5.88 2.51
C: 2.53 -6.61 2.87
C: 1.32 -6.13 2.09
N: 1.23 -4.65 2.34
O: 0.19 -4.15 1.43
C: 1.50 -6.54 0.61
C: 0.00 -6.74 2.55
C: 2.71 -3.69 0.50
H: 2.91 -1.74 2.37
H: 2.07 -2.42 3.62
H: 1.15 -1.99 2.22
H: 4.56 -3.87 2.48
H: 3.56 -4.24 3.89
H: 4.73 -6.28 3.10
H: 4.19 -6.17 1.49
H: 2.33 -6.41 3.95
H: 2.62 -7.65 2.72
H: 2.51 -6.31 0.19
H: 1.35 -7.62 0.52
H: 0.74 -6.09 -0.01
H: -0.10 -7.82 2.41
H: -0.12 -6.59 3.67
H: -0.91 -6.24 2.13
H: 3.39 -2.86 0.32
H: 1.72 -3.44 0.08
H: 3.01 -4.63 0.02
H: -0.27 -3.46 1.93
C: -5.98 1.87 1.12
C: -7.15 2.26 0.15
C: -7.02 1.58 -1.27
C: -7.24 0.10 -1.13
C: -8.69 -0.14 -0.66
C: -8.94 0.50 0.71
N: -8.44 1.87 0.74
O: -8.49 2.43 2.04
C: -10.44 0.55 0.91
C: -8.54 -0.34 1.89
C: -7.12 3.74 -0.08
H: -6.04 2.55 1.98
H: -5.06 1.98 0.54
H: -6.01 0.84 1.53
H: -7.69 2.14 -1.96
H: -6.00 1.82 -1.60
H: -6.52 -0.30 -0.45
H: -7.13 -0.34 -2.07
H: -8.88 -1.20 -0.55
H: -9.27 0.30 -1.42
H: -11.02 0.99 0.14
H: -10.90 -0.46 1.00
H: -10.65 1.05 1.83
H: -7.53 -0.37 2.06
H: -8.91 0.08 2.86
H: -8.87 -1.35 1.68
H: -6.07 3.97 -0.38
H: -7.46 4.39 0.74
H: -7.72 3.94 -0.97
H: -9.22 3.06 1.94
C: 4.70 0.28 3.41
C: 5.49 0.76 4.63
C: 6.79 -0.01 4.94
C: 7.88 0.50 3.99
C: 8.09 1.98 4.11
C: 6.80 2.80 3.80
N: 5.73 2.23 4.60
O: 4.49 2.87 4.30
C: 6.99 4.18 4.32
C: 6.38 2.80 2.35
C: 4.63 0.52 5.81
H: 3.94 0.97 3.11
H: 4.17 -0.69 3.59
H: 5.35 0.20 2.58
H: 7.16 0.25 5.95
H: 6.61 -1.07 4.84
H: 7.46 0.27 3.01
H: 8.86 0.00 4.08
H: 8.85 2.30 3.41
H: 8.48 2.30 5.11
H: 5.97 4.59 4.49
H: 7.57 4.23 5.19
H: 7.44 4.83 3.59
H: 6.34 1.84 1.85
H: 5.40 3.22 2.17
H: 7.06 3.47 1.70
H: 4.55 -0.58 6.04
H: 3.62 0.87 5.73
H: 4.95 1.06 6.69
H: 3.92 2.90 5.12
C: -0.34 -2.31 -7.38
C: -1.22 -1.53 -8.39
C: -1.88 -0.39 -7.68
C: -0.90 0.79 -7.45
C: -0.20 1.29 -8.69
C: 0.49 0.12 -9.41
N: -0.52 -0.98 -9.53
O: 0.03 -2.00 -10.43
C: 0.83 0.54 -10.75
C: 1.73 -0.31 -8.64
C: -2.28 -2.46 -8.94
H: 0.35 -1.63 -6.84
H: 0.28 -3.00 -7.87
H: -0.98 -2.79 -6.56
H: -2.73 -0.05 -8.31
H: -2.25 -0.72 -6.70
H: -0.13 0.58 -6.63
H: -1.46 1.64 -6.94
H: 0.42 2.10 -8.35
H: -0.98 1.73 -9.38
H: 1.38 1.51 -10.75
H: 1.31 -0.29 -11.28
H: -0.11 0.67 -11.35
H: 2.57 0.34 -8.89
H: 1.64 -0.34 -7.58
H: 2.06 -1.32 -9.01
H: -2.93 -2.66 -8.09
H: -1.99 -3.47 -9.27
H: -2.85 -1.99 -9.70
H: 0.84 -2.32 -9.99
C: 1.57 5.18 -3.22
C: 1.56 3.64 -3.11
C: 2.78 3.15 -3.98
C: 2.93 1.62 -3.84
C: 3.33 1.36 -2.41
C: 2.19 1.82 -1.42
N: 1.94 3.22 -1.71
O: 0.93 3.75 -0.83
C: 0.96 1.00 -1.59
C: 2.58 1.71 0.09
C: 0.30 3.06 -3.69
H: 0.66 5.62 -2.83
H: 1.68 5.46 -4.31
H: 2.34 5.51 -2.56
H: 2.52 3.51 -4.92
H: 3.66 3.64 -3.61
H: 3.67 1.15 -4.54
H: 2.07 1.04 -4.11
H: 4.24 1.86 -2.06
H: 3.50 0.24 -2.29
H: 0.17 1.33 -0.89
H: 0.46 0.84 -2.62
H: 1.12 -0.02 -1.18
H: 1.78 1.91 0.77
H: 3.04 0.76 0.36
H: 3.34 2.43 0.22
H: 0.32 2.10 -4.26
H: -0.04 3.72 -4.46
H: -0.51 3.01 -2.95
H: 0.19 3.12 -0.76

As for the LUMO energy: 0.220 eV. The spin multiplicity is 1. The calculation puts the frontier orbital gap at 0.3003 hartree. The value obtained for the HOMO energy is -7.95 eV. The total energy is -135173.287 eV. The value obtained for the relative energy (zero: lowest compared OMol25 entry of this formula, charge and spin) is 354.9 kJ/mol. As for the charge: 0.

# 2
Molecular formula: C39H70N9O
Method: DFT, the ωB97M-V functional and the def2-TZVPD basis

Cartesian coordinates (Å):
C: -0.26 -0.45 1.37
C: -0.55 0.50 0.21
C: 0.31 0.13 -1.05
O: -1.87 0.63 -0.05
H: -0.76 -1.41 1.28
H: -0.55 0.03 2.31
H: 0.81 -0.68 1.46
H: -0.11 1.49 0.49
H: -0.09 -0.70 -1.64
H: 1.32 -0.16 -0.71
H: 0.34 1.01 -1.70
C: 4.48 -0.98 -0.09
C: 4.42 -0.31 -1.47
C: 5.35 -0.92 -2.53
C: 6.74 -0.99 -2.08
N: 7.83 -1.06 -1.73
H: 4.23 -2.03 -0.24
H: 3.69 -0.61 0.56
H: 5.44 -0.86 0.40
H: 4.77 0.72 -1.33
H: 3.39 -0.26 -1.84
H: 5.23 -0.42 -3.49
H: 5.02 -1.95 -2.69
C: -4.99 3.44 3.77
C: -3.51 3.32 3.41
C: -3.22 2.31 2.30
C: -3.89 2.56 1.02
N: -4.38 2.78 0.01
H: -5.19 4.24 4.48
H: -5.36 2.50 4.19
H: -5.57 3.65 2.87
H: -2.90 3.03 4.27
H: -3.13 4.29 3.10
H: -3.41 1.30 2.65
H: -2.16 2.30 2.03
C: -0.09 4.10 1.29
C: -0.80 3.85 -0.03
C: -1.31 5.14 -0.68
C: -0.23 6.11 -0.89
N: 0.62 6.85 -1.08
H: 0.04 3.18 1.86
H: -0.58 4.85 1.92
H: 0.92 4.51 1.13
H: -1.65 3.17 0.06
H: -0.15 3.29 -0.70
H: -2.13 5.63 -0.15
H: -1.72 4.97 -1.68
C: 0.07 1.26 -5.33
C: 0.03 2.78 -5.21
C: -0.51 3.30 -3.86
C: -1.79 2.72 -3.47
N: -2.78 2.22 -3.20
H: 0.16 0.97 -6.37
H: -0.87 0.83 -4.96
H: 0.88 0.84 -4.74
H: -0.52 3.22 -6.04
H: 1.04 3.19 -5.35
H: -0.63 4.38 -3.98
H: 0.20 3.12 -3.05
C: 1.05 -3.41 0.03
C: 1.86 -4.68 -0.24
C: 2.45 -5.28 1.03
C: 3.34 -4.37 1.75
N: 4.02 -3.62 2.29
H: 0.66 -3.01 -0.91
H: 1.67 -2.69 0.56
H: 0.20 -3.67 0.66
H: 2.63 -4.50 -0.99
H: 1.19 -5.43 -0.67
H: 3.08 -6.14 0.79
H: 1.67 -5.61 1.72
C: -3.49 -1.59 2.47
C: -3.26 -3.06 2.09
C: -3.64 -4.05 3.16
C: -5.01 -3.95 3.68
N: -6.07 -3.84 4.11
H: -2.78 -1.22 3.21
H: -4.52 -1.42 2.79
H: -3.32 -1.00 1.57
H: -2.20 -3.18 1.88
H: -3.83 -3.20 1.17
H: -3.07 -3.86 4.08
H: -3.39 -5.08 2.90
C: -0.15 -0.76 5.24
C: 0.71 -0.63 3.97
C: 1.52 -1.86 3.59
C: 0.69 -3.03 3.30
N: 0.00 -3.92 3.05
H: -0.55 0.23 5.48
H: 0.51 -1.04 6.06
H: -1.01 -1.40 5.10
H: 1.33 0.26 4.08
H: 0.06 -0.39 3.12
H: 2.21 -2.13 4.39
H: 2.07 -1.64 2.67
C: 1.58 1.99 0.92
C: 2.95 2.65 0.70
C: 3.57 3.29 1.95
C: 3.33 2.57 3.20
N: 3.15 2.00 4.18
H: 0.93 2.64 1.52
H: 1.62 1.08 1.53
H: 1.08 1.74 -0.01
H: 2.94 3.29 -0.18
H: 3.63 1.84 0.42
H: 3.22 4.31 2.06
H: 4.65 3.31 1.79
C: -0.98 -2.86 -7.30
C: -1.95 -3.69 -6.45
C: -1.75 -3.50 -4.94
C: -1.96 -2.13 -4.45
N: -2.15 -1.07 -4.03
H: -0.86 -3.33 -8.28
H: 0.00 -2.76 -6.83
H: -1.38 -1.88 -7.56
H: -1.74 -4.75 -6.63
H: -2.97 -3.53 -6.79
H: -0.76 -3.85 -4.64
H: -2.46 -4.09 -4.36

As for the LUMO energy: 1.866 eV. The spin multiplicity is 1. The calculation puts the frontier orbital gap at 0.1939 hartree. The value obtained for the HOMO energy is -3.41 eV. The total energy is -57031.498 eV. The value obtained for the relative energy (zero: lowest compared OMol25 entry of this formula, charge and spin) is 384.9 kJ/mol. As for the charge: -1.

# 3
Molecular formula: C2H7O3Sm
Method: DFT, the ωB97M-V functional and the def2-TZVPD basis

Cartesian coordinates (Å):
O: 0.43 1.48 0.55
C: 1.52 2.07 -0.05
C: 1.61 1.73 -1.54
O: 2.16 2.84 -2.23
H: -0.66 -3.17 0.74
H: 2.46 1.73 0.43
H: 1.50 3.17 0.04
H: 0.60 1.48 -1.91
H: 2.25 0.83 -1.66
H: 1.95 2.77 -3.16
Sm: -1.11 -0.20 0.86
O: -1.39 -2.53 0.77
H: -2.22 -3.00 0.64

As for the LUMO energy (alpha / beta): -4.982 / -4.989 eV. The spin multiplicity is 7. The calculation puts the frontier orbital gap (alpha / beta) at 0.2523 / 0.2609 hartree. The value obtained for the HOMO energy (alpha / beta) is -11.85 / -12.09 eV. The total energy is -26226.763 eV. Its expectation value of S² is 12.0086. The value obtained for the relative energy (zero: lowest compared OMol25 entry of this formula, charge and spin) is 51.4 kJ/mol. As for the charge: +1.

> Which value of total energy does entry 2 give?

-57031.498 eV

> Which of these has the highest charge?

C2H7O3Sm